The following is a DFT calculation (wB97M-V/def2-TZVPD) of the molecule C12H16N2O5S2.

Structure (XYZ):
```
37
C12H16N2O5S2 wB97M-V/def2-TZVPD
S 2.669 0.877 0.928
S -3.338 -0.716 -0.399
O 2.692 2.300 1.083
O -0.330 -3.394 0.763
O 3.115 0.040 1.998
O -4.964 2.939 -0.064
O -2.328 -2.838 0.190
N 3.595 0.516 -0.402
N -1.165 -2.571 0.449
C 3.755 -0.885 -0.728
C 3.239 1.195 -1.628
C -1.704 -0.230 -0.052
C 2.777 -1.178 -1.884
C -4.175 0.848 -0.835
C 0.072 1.404 0.135
C 0.544 -0.879 0.669
C -0.774 -1.208 0.355
C 0.964 0.421 0.546
C -4.535 1.676 0.393
C 2.356 0.207 -2.408
C -1.237 1.090 -0.153
H 4.159 1.408 -2.178
H 3.268 -1.765 -2.658
H -5.328 1.166 0.957
H 2.749 2.135 -1.383
H 3.579 -1.476 0.168
H 1.211 -1.650 1.021
H 2.512 0.302 -3.480
H -1.901 1.880 -0.460
H 1.302 0.393 -2.202
H 1.914 -1.742 -1.534
H -5.084 0.532 -1.346
H 0.425 2.421 0.069
H 4.789 -1.041 -1.049
H -3.581 1.430 -1.536
H -5.299 3.452 0.678
H -3.662 1.782 1.055
```

Properties
- SMILES string = O=[N+]([O-])c1cc(S(=O)(=O)N2CCCC2)ccc1SCCO
- HOMO energy (eV) = -9.040
- energy relative to the best compared isomer or geometry (same formula, charge and spin) (eV) = 3.5760
- E_LUMO (eV) = -0.9
- Kohn-Sham gap (eV) = 8.12
- 2S+1 = 1
- electronic energy (eV) = -47588.2067
- max |F| (eV/Å) = 1.5

=====

The following is a DFT calculation (wB97M-V/def2-TZVPD) of the molecule C23H29N3O7.

Structure (XYZ):
```
62
C23H29N3O7 wB97M-V/def2-TZVPD
O -0.157 -4.338 -2.607
O -2.094 -1.066 -0.067
O -0.277 3.291 1.192
O -2.334 3.701 0.385
O 0.173 2.858 -1.561
O -0.302 -0.419 1.160
O 3.516 -1.934 -0.405
N -0.796 -2.612 0.896
N 0.496 -4.354 -0.459
N 1.741 -1.826 -1.799
C -0.800 -4.853 -0.046
C -3.511 0.730 0.760
C -1.344 4.608 -2.067
C 1.398 0.878 -1.257
C 2.153 2.878 -0.132
C -0.386 4.048 -1.027
C 0.511 0.180 -2.129
C 1.238 2.252 -0.956
C -2.468 0.298 -0.259
C -0.764 2.711 2.410
C 3.209 2.164 0.430
C 3.361 0.823 0.179
C -1.136 3.678 0.267
C 1.903 -3.227 -2.146
C -1.006 -1.290 0.696
C 2.461 0.174 -0.671
C 0.656 -4.022 -1.758
C 0.377 -3.061 1.608
C 2.641 -1.248 -0.924
C 1.278 -3.908 0.672
C 0.713 -1.130 -2.372
C 0.041 3.260 3.573
C -1.662 -3.648 0.367
H -1.829 2.945 2.509
H -1.573 0.922 -0.184
H -0.304 0.710 -2.590
H -3.132 0.571 1.768
H -4.426 0.156 0.635
H -0.625 1.629 2.315
H -0.808 4.803 -2.992
H -2.403 -3.944 1.119
H 0.060 -3.653 2.474
H 2.146 -3.336 0.355
H 4.160 0.247 0.618
H -1.258 -5.381 -0.883
H -2.134 3.888 -2.257
H 0.396 4.782 -0.791
H 1.637 -4.792 1.212
H 3.904 2.679 1.075
H 2.808 -3.592 -1.656
H 1.096 3.041 3.427
H -1.789 5.528 -1.700
H 2.056 3.925 0.105
H 0.909 -2.176 1.959
H -2.184 -3.246 -0.501
H 0.074 -1.706 -3.024
H -2.868 0.351 -1.274
H -0.292 2.795 4.496
H -3.723 1.787 0.627
H -0.088 4.337 3.653
H -0.653 -5.545 0.786
H 2.015 -3.320 -3.231
```

Properties
- SMILES string = CCOC(=O)[C@H](C)Oc1cccc2c(=O)n(CC(=O)N3CCN(C(=O)OCC)CC3)ccc12
- HOMO energy (eV) = -7.905
- energy relative to the best compared isomer or geometry (same formula, charge and spin) (eV) = 0.1374
- E_LUMO (eV) = 0.7
- Kohn-Sham gap (eV) = 8.58
- 2S+1 = 1
- electronic energy (eV) = -43126.4922
- max |F| (eV/Å) = 0.9

=====

The following is a DFT calculation (wB97M-V/def2-TZVPD) of the molecule C3H3BrFNO4.

Structure (XYZ):
```
13
C3H3BrFNO4 wB97M-V/def2-TZVPD
Br -3.069 -4.772 -2.045
F -1.243 -6.469 -0.978
O -0.677 -2.953 -0.596
O 1.305 -2.049 0.311
O 0.492 -4.846 -0.016
O -0.615 -0.934 0.149
N -0.562 -4.426 -0.550
C 0.165 -1.900 0.106
C -1.441 -5.214 -1.154
C 0.078 0.266 0.429
H 1.038 0.053 0.154
H -0.534 0.993 -0.093
H 0.120 0.450 1.484
```

Properties
- SMILES string = COC(=O)O/[N+]([O-])=C(/F)Br
- HOMO energy (eV) = -8.893
- energy relative to the best compared isomer or geometry (same formula, charge and spin) (eV) = 1.5611
- E_LUMO (eV) = 0.4
- Kohn-Sham gap (eV) = 9.25
- 2S+1 = 1
- electronic energy (eV) = -85593.8020
- max |F| (eV/Å) = 6.2

=====

The following is a DFT calculation (wB97M-V/def2-TZVPD) of C5H6F3NO2 as an isolated structure.

Structure (XYZ):
```
17
C5H6F3NO2 wB97M-V/def2-TZVPD
F -2.214 -4.723 -1.646
F -0.457 -4.069 -0.551
F -2.423 -3.834 0.310
O -0.170 1.249 -2.164
O -0.941 -0.841 -2.136
N -1.094 -0.512 0.738
C -0.605 0.143 -1.563
C -1.748 -3.747 -0.811
C -0.453 0.222 -0.086
C -0.476 0.158 1.867
C 0.355 1.068 0.903
H -1.710 -2.766 -1.265
H -1.080 0.630 2.787
H 0.100 2.171 1.062
H 1.350 0.849 0.837
H -0.280 1.386 -3.145
H 0.132 -0.601 2.247
```

Properties
- HOMO energy (eV) = -10.618
- energy relative to the best compared isomer or geometry (same formula, charge and spin) (eV) = 0.0000
- E_LUMO (eV) = 0.2
- Kohn-Sham gap (eV) = 10.81
- 2S+1 = 1
- electronic energy (eV) = -19018.2430
- max |F| (eV/Å) = 4.3

=====

The following is a DFT calculation (wB97M-V/def2-TZVPD) of a 2-piece molecular cluster, C3H4S2 overall.

Structure (XYZ):
```
9
C3H4S2 wB97M-V/def2-TZVPD
S 0.672 -2.823 1.395
S 0.590 -1.247 -1.032
C -1.042 1.429 0.042
C -0.027 1.985 0.362
C 0.224 -1.455 0.553
H -1.695 0.866 -0.575
H 0.725 2.229 1.096
H 0.176 -0.018 -1.083
H 1.256 -3.990 0.767
```

Properties
- HOMO energy (eV) = -8.892
- energy relative to the best compared isomer or geometry (same formula, charge and spin) (eV) = 4.5818
- E_LUMO (eV) = 0.1
- Kohn-Sham gap (eV) = 8.97
- 2S+1 = 1
- electronic energy (eV) = -24841.0595
- max |F| (eV/Å) = 1.7

=====

The following is a DFT calculation (wB97M-V/def2-TZVPD) of a 2-piece molecular cluster, CN3O5S overall.

Structure (XYZ):
```
10
CN3O5S wB97M-V/def2-TZVPD
S 0.082 -0.157 0.925
O 0.705 -1.336 0.325
O -2.763 -1.484 -1.126
O 0.779 0.230 2.115
O -1.299 -0.030 1.022
O 0.447 1.191 -0.200
N -0.681 -0.715 -1.533
N 2.756 1.844 -0.058
N -1.695 -1.033 -1.321
C 1.668 1.489 -0.151
```

Properties
- HOMO energy (eV) = -6.238
- energy relative to the best compared isomer or geometry (same formula, charge and spin) (eV) = 0.4952
- E_LUMO (eV) = 3.7
- Kohn-Sham gap (eV) = 9.94
- net charge = -1
- 2S+1 = 1
- electronic energy (eV) = -26579.1588
- max |F| (eV/Å) = 5.2